1.
ORCA calculation (the ωB97M-V functional and the def2-TZVPD basis) on a 2-piece molecular cluster, C6H6N2O2 overall.

Positions of all 16 atoms, in Å:
O (0.037956, 3.077426, 0.558723)
C (-0.364729, 1.961899, 0.314209)
C (-1.694386, 1.434394, 0.015558)
C (-1.793324, 0.248856, -0.670116)
N (-0.747943, -0.515253, -0.957185)
C (0.553199, -0.241342, -0.622024)
O (1.474116, -0.955082, -0.863811)
N (0.679683, 1.018724, -0.097709)
H (-2.601184, 2.097176, 0.216027)
H (-2.703198, -0.225787, -0.910463)
H (-0.902970, -1.270434, -1.775378)
H (1.647582, 1.380118, -0.035436)
C (1.074790, -2.029906, 1.478555)
C (2.098754, -1.967487, 0.866071)
H (0.156451, -2.102472, 2.060404)
H (3.085205, -1.910829, 0.422575)

Atoms 1-3, force components in eV/Å:
-1.017 -0.278 0.802
1.900 -0.557 -2.336
-1.453 0.400 0.030

- SMILES = O=c1cc[nH]c(=O)[nH]1.C#C
- highest occupied orbital energy (eV) = -9.0
- molar mass (g mol⁻¹) = 138.126
- energy above the lowest of the compared OMol25 structures with the same formula, charge and spin (kJ/mol) = 292.9

***

2.
ORCA calculation (the ωB97M-V functional and the def2-TZVPD basis) on a 10-piece molecular cluster, C18H42BF4N4O5 overall.

Positions of all 74 atoms, in Å:
B (-0.335041, -0.223081, -0.401081)
F (0.101959, 1.014919, -0.632081)
F (0.624959, -1.182081, -0.690081)
F (-0.518041, -0.373081, 0.972919)
F (-1.468041, -0.569081, -1.063081)
C (-2.277041, -3.167081, 1.327919)
C (-3.250041, -4.397081, 0.987919)
N (-3.919041, -5.331081, 0.699919)
H (-2.074041, -2.179081, 0.608919)
H (-2.448041, -2.792081, 2.407919)
H (-1.271041, -3.534081, 1.483919)
C (-3.667041, 1.809919, -1.431081)
C (-4.698041, 2.845919, -1.888081)
N (-5.437041, 3.659919, -2.191081)
H (-2.579041, 2.081919, -1.470081)
H (-4.147041, 1.453919, -0.414081)
H (-3.881041, 1.092919, -2.158081)
C (-0.883041, -2.272081, -3.882081)
C (-1.574041, -3.602081, -3.516081)
N (-2.223041, -4.527081, -3.207081)
H (-0.426041, -1.997081, -2.874081)
H (-0.200041, -2.622081, -4.654081)
H (-1.466041, -1.548081, -4.297081)
C (-0.160041, 2.701919, -3.400081)
C (-0.860041, 3.925919, -2.706081)
N (-1.372041, 4.896919, -2.241081)
H (-0.086041, 3.000919, -4.361081)
H (0.800959, 2.433919, -2.944081)
H (-0.964041, 2.023919, -3.217081)
C (-2.109041, 2.673919, 4.050919)
C (-1.456041, 1.714919, 3.118919)
O (-2.267041, 1.665919, 1.995919)
H (-2.080041, 3.557919, 3.708919)
H (-1.514041, 2.626919, 5.121919)
H (-3.177041, 2.298919, 4.237919)
H (-1.358041, 0.755919, 3.594919)
H (-0.310041, 1.931919, 2.816919)
H (-1.720041, 1.041919, 1.354919)
C (1.387959, -5.949081, -0.667081)
C (0.751959, -4.468081, -0.935081)
O (1.372959, -3.633081, 0.072919)
H (1.078959, -6.521081, 0.204919)
H (2.431959, -6.046081, -0.242081)
H (1.258959, -6.636081, -1.653081)
H (-0.257041, -4.464081, -0.695081)
H (0.883959, -4.016081, -1.887081)
H (1.405959, -2.642081, -0.100081)
C (1.471959, 5.003919, 1.496919)
C (1.091959, 4.017919, 0.493919)
O (1.577959, 2.789919, 0.876919)
H (1.021959, 5.956919, 1.223919)
H (2.667959, 5.097919, 1.518919)
H (1.163959, 4.709919, 2.424919)
H (1.387959, 4.166919, -0.530081)
H (0.005959, 4.083919, 0.750919)
H (1.105959, 2.069919, 0.180919)
C (1.385959, -0.660081, 4.912919)
C (1.094959, -1.420081, 3.703919)
O (1.652959, -0.652081, 2.573919)
H (1.065959, -1.250081, 5.760919)
H (1.074959, 0.429919, 4.909919)
H (2.465959, -0.394081, 5.223919)
H (0.017959, -1.328081, 3.423919)
H (1.350959, -2.544081, 3.851919)
H (0.970959, -0.775081, 2.021919)
C (4.615959, 0.482919, -3.150081)
C (3.405959, 0.661919, -2.294081)
O (2.376959, -0.275081, -2.567081)
H (5.151959, -0.378081, -2.975081)
H (5.319959, 1.443919, -3.038081)
H (4.449959, 0.379919, -4.232081)
H (3.077959, 1.787919, -2.399081)
H (3.626959, 0.494919, -1.280081)
H (1.729959, -0.421081, -1.835081)

Atoms 1-3, force components in eV/Å:
-0.350 -2.025 1.223
0.536 2.282 -1.205
1.318 -0.444 -1.050

- highest occupied orbital energy (eV) = -7.2
- molar mass (g mol⁻¹) = 481.361
- charge = -1
- energy above the lowest of the compared OMol25 structures with the same formula, charge and spin (kJ/mol) = 78.9

***

3.
ORCA calculation (the ωB97M-V functional and the def2-TZVPD basis) on C5H7FO2 as an isolated structure.

Positions of all 15 atoms, in Å:
C (2.817497, 0.367796, -0.017151)
C (1.554933, -1.075227, -0.663461)
C (0.688452, 0.044381, 0.041285)
C (0.186303, -0.324277, 1.450727)
C (-0.454406, 0.668737, -0.838657)
O (3.962703, 0.475489, 0.120277)
O (1.785457, 1.058091, 0.230151)
F (1.347267, -2.308792, -0.184831)
H (1.292194, -1.088537, -1.642923)
H (-0.741619, -0.834902, 1.619253)
H (0.122517, 0.612063, 1.948198)
H (0.905752, -0.981007, 1.814766)
H (-0.847354, 1.537156, -0.349979)
H (-1.175520, 0.006823, -1.077389)
H (-0.023070, 0.826861, -1.877532)

Atoms 1-3, force components in eV/Å:
-0.430 -4.561 -1.695
0.579 4.212 3.922
-1.891 -0.587 -0.638

- highest occupied orbital energy (eV) = -9.3
- molar mass (g mol⁻¹) = 118.107
- energy above the lowest of the compared OMol25 structures with the same formula, charge and spin (kJ/mol) = 165.2

***

4.
ORCA calculation (the ωB97M-V functional and the def2-TZVPD basis) on C22H33N4O6PY as an isolated structure.

Positions of all 67 atoms, in Å:
O (4.870694, 2.286863, 0.661770)
H (5.775460, 2.626867, 0.499582)
Y (2.170386, -0.168277, 0.609277)
N (1.289621, -1.935563, -0.727222)
N (2.296219, 0.074786, -1.592459)
N (0.378121, -0.518685, 1.912567)
N (1.562157, 1.718332, 1.741502)
O (0.584362, -2.880721, -0.122043)
O (-0.337946, -1.670370, 1.796266)
O (2.056582, 3.016145, 1.498095)
O (2.604509, 1.313396, -1.779902)
C (2.022136, -0.798683, -2.602625)
C (1.444019, -1.986096, -2.083563)
C (-0.028586, 0.388059, 2.837694)
C (0.612215, 1.664714, 2.698371)
C (1.084156, -3.158971, -2.925369)
H (-0.005986, -3.267579, -2.978911)
H (1.548927, -4.076285, -2.539111)
H (1.456187, -3.010582, -3.945046)
C (2.434334, -0.600756, -4.019532)
H (3.502217, -0.332978, -4.026505)
H (1.868741, 0.222791, -4.483642)
H (2.287260, -1.527538, -4.602469)
C (-1.025525, 0.131643, 3.918160)
C (0.363968, 2.775659, 3.660815)
H (-1.155855, -0.933863, 4.125698)
H (-2.016757, 0.535723, 3.674889)
H (-0.708660, 0.625690, 4.848097)
H (0.719367, 3.747052, 3.314503)
H (0.921397, 2.524956, 4.573365)
H (-0.689446, 2.891160, 3.933659)
H (0.061627, -2.179512, 0.904637)
H (2.889336, 2.876563, 0.985576)
C (4.971664, 0.852646, 0.812351)
H (4.596084, 0.369340, -0.121560)
H (4.304445, 0.582633, 1.672104)
H (6.011007, 0.504415, 1.030577)
O (2.901233, -2.240883, 1.623688)
H (2.823316, -2.404271, 2.592493)
H (2.535238, -3.021689, 1.150071)
C (-1.660103, 1.936069, -2.160850)
P (-1.152994, 0.670326, -0.941969)
C (-2.269959, 1.213703, 0.417786)
C (-3.337144, 0.477462, 0.947110)
C (-4.044347, 0.981070, 2.039166)
C (-3.777064, 2.250540, 2.547484)
C (-2.746515, 3.013647, 1.996417)
C (-2.002013, 2.493228, 0.946493)
C (-1.907491, -0.796218, -1.717666)
C (-1.930815, -0.945462, -3.119599)
C (-2.348945, -2.141623, -3.694633)
C (-2.767671, -3.195874, -2.879206)
C (-2.706774, -3.073283, -1.489438)
C (-2.239476, -1.897302, -0.913387)
H (-1.530925, 2.936758, -1.735409)
H (-2.727913, 1.771709, -2.351184)
H (-1.103950, 1.857289, -3.101353)
H (-3.660895, -0.463293, 0.505320)
H (-4.833639, 0.382977, 2.493392)
H (-4.361969, 2.667786, 3.366003)
H (-2.522364, 4.016035, 2.372665)
H (-1.207411, 3.099356, 0.504549)
H (-1.597866, -0.135884, -3.769453)
H (-2.338077, -2.252182, -4.782781)
H (-3.077099, -4.138354, -3.329486)
H (-2.997586, -3.907003, -0.846751)
H (-2.127222, -1.837608, 0.170930)

Atoms 1-3, force components in eV/Å:
0.938 -0.969 0.172
-0.907 -0.099 0.054
0.483 -0.685 -2.790

- highest occupied orbital energy (alpha / beta) (eV) = -9.5 / -9.5
- molar mass (g mol⁻¹) = 569.408
- charge = +1

***

Maximum force values, unit eV/A, following the record order: 5.26; 9.08; 5.78; 4.16.
Electronic energy values, unit Ha, following the record order: -492.131884; -1730.592856; -444.970573; -1907.914015.